1.
{"formula": "C36H56Cl54FN2O3S", "method": "the ωB97M-V functional and the def2-TZVPD basis", "homo_lumo_gap_ev": 9.41, "charge": 1, "e_tot_ev": -737119.79654, "e_lumo_ha": -0.077, "homo_energy_ev": -11.51, "elements": ["C", "C", "C", "C", "C", "N", "C", "C", "C", "C", "C", "C", "C", "N", "C", "C", "F", "C", "C", "C", "C", "S", "O", "O", "O", "H", "H", "H", "H", "H", "H", "H", "H", "H", "H", "H", "H", "H", "H", "H", "H", "H", "H", "H", "H", "H", "H", "H", "H", "H", "H", "H", "H", "H", "H", "H", "H", "H", "H", "H", "H", "H", "H", "C", "Cl", "Cl", "Cl", "H", "C", "Cl", "Cl", "Cl", "H", "C", "Cl", "Cl", "Cl", "H", "C", "Cl", "Cl", "Cl", "H", "C", "Cl", "Cl", "Cl", "H", "C", "Cl", "Cl", "Cl", "H", "C", "Cl", "Cl", "Cl", "H", "C", "Cl", "Cl", "Cl", "H", "C", "Cl", "Cl", "Cl", "H", "C", "Cl", "Cl", "Cl", "H", "C", "Cl", "Cl", "Cl", "H", "C", "Cl", "Cl", "Cl", "H", "C", "Cl", "Cl", "Cl", "H", "C", "Cl", "Cl", "Cl", "H", "C", "Cl", "Cl", "Cl", "H", "C", "Cl", "Cl", "Cl", "H", "C", "Cl", "Cl", "Cl", "H", "C", "Cl", "Cl", "Cl", "H"], "positions_angstrom": [[1.92810, 2.89524, 5.71983], [2.01644, 3.15903, 4.20148], [1.41812, 4.51911, 3.77171], [-0.12029, 4.55064, 3.85643], [-0.93275, 4.27095, 2.57400], [-1.43389, 2.84426, 2.46224], [-2.95840, 2.83767, 2.32381], [-3.49940, 3.13953, 3.71729], [-5.03903, 3.30408, 3.81131], [-5.76573, 2.19415, 4.61124], [-6.91714, 2.79290, 5.44972], [-6.33806, 1.08735, 3.70716], [-3.48480, 1.49852, 1.80763], [-2.82575, 1.01754, 0.59606], [-1.63790, 1.76101, 0.23138], [-0.72815, 1.91282, 1.45440], [-0.70084, 0.71518, 2.16402], [0.68576, 2.32670, 1.06128], [1.70047, 1.17485, 1.11520], [1.47544, 0.07372, 0.07593], [2.33671, -1.17936, 0.27674], [2.26192, -1.97762, 1.84744], [2.90320, -1.16042, 2.84370], [2.63485, -3.35012, 1.67435], [0.67791, -1.88337, 2.09220], [1.06423, 2.26063, 5.97998], [2.81116, 2.33696, 6.06636], [1.86736, 3.82810, 6.29661], [3.06606, 3.10608, 3.87083], [1.49916, 2.33545, 3.67412], [1.75674, 4.77415, 2.75643], [1.78816, 5.26678, 4.48379], [-0.44684, 5.55216, 4.18472], [-0.44222, 3.85951, 4.65607], [-1.83495, 4.89541, 2.60871], [-0.40884, 4.53288, 1.64773], [-1.27559, 2.41607, 3.38333], [-3.23697, 3.63035, 1.60820], [-3.13097, 2.30574, 4.32947], [-3.02286, 4.06481, 4.07338], [-5.47708, 3.38958, 2.80388], [-5.22402, 4.25513, 4.33414], [-5.05056, 1.72630, 5.30869], [-6.65315, 3.76970, 5.88229], [-7.18819, 2.11302, 6.27353], [-7.81894, 2.92806, 4.83208], [-6.77644, 1.51598, 2.79318], [-7.14343, 0.54133, 4.22299], [-5.58768, 0.33694, 3.42615], [-3.43057, 0.73627, 2.60740], [-4.55525, 1.66627, 1.61322], [-3.47732, 0.94662, -0.17526], [-1.81153, 2.78035, -0.17369], [-1.07168, 1.21152, -0.53773], [0.63689, 2.70928, 0.02456], [1.07373, 3.14324, 1.67106], [1.77725, 0.76283, 2.12949], [2.67358, 1.65332, 0.90600], [1.78098, 0.46697, -0.91007], [0.42160, -0.23747, 0.03090], [2.03446, -1.94862, -0.45148], [3.40629, -0.96042, 0.15822], [0.52447, -2.00234, 3.03898], [-7.45141, -3.04207, 2.38812], [-8.66606, -2.12395, 1.50279], [-5.83195, -2.38338, 2.11621], [-7.81466, -3.08061, 4.11280], [-7.45984, -4.06005, 2.01906], [4.83411, -1.00479, -3.02224], [5.58006, -0.41360, -4.49859], [4.97419, 0.16514, -1.70176], [3.13954, -1.42780, -3.29823], [5.35625, -1.90648, -2.73118], [-5.80182, 6.93874, 2.62807], [-6.01725, 7.07833, 4.36542], [-4.11082, 6.55625, 2.23032], [-6.89304, 5.74589, 1.93291], [-6.02178, 7.89923, 2.17860], [5.78784, -4.37600, -5.24300], [7.42598, -4.38084, -5.88454], [4.86869, -5.76920, -5.77965], [5.81540, -4.29032, -3.46967], [5.29600, -3.48344, -5.61399], [2.09145, -4.02415, -7.92047], [2.47573, -3.23074, -6.39001], [3.52104, -4.08504, -8.94439], [1.42298, -5.63386, -7.66069], [1.34220, -3.42602, -8.42106], [2.20810, 7.78875, 6.79658], [0.92690, 6.56325, 6.76872], [3.78904, 7.02059, 6.87292], [2.04681, 8.78136, 5.35325], [2.07946, 8.40302, 7.67907], [-1.90885, -0.79965, 4.86171], [-1.81589, 0.69483, 5.82847], [-0.80221, -2.00960, 5.48774], [-3.56544, -1.37996, 4.77718], [-1.59918, -0.55253, 3.85210], [8.73408, 1.66428, -6.57749], [7.50836, 0.46345, -6.99191], [10.35018, 0.95671, -6.64438], [8.61742, 3.07286, -7.62592], [8.55207, 1.98646, -5.55952], [-0.63921, -2.52914, -11.00775], [0.68199, -1.39853, -10.70706], [-0.75601, -2.92346, -12.71737], [-0.45576, -3.99811, -10.04083], [-1.56092, -2.04796, -10.70571], [4.11040, -1.35816, -9.14181], [3.47276, 0.25585, -9.48913], [5.57737, -1.67698, -10.05903], [4.38688, -1.56675, -7.40742], [3.36511, -2.08581, -9.44608], [2.87713, -5.14740, -12.79141], [1.87663, -5.31514, -14.23328], [2.99796, -3.47205, -12.26046], [2.26663, -6.08374, -11.43735], [3.87441, -5.49889, -13.02442], [2.20344, -6.09238, 0.01003], [1.82612, -5.57155, -1.63753], [1.11665, -7.38356, 0.52492], [3.88966, -6.59544, 0.13636], [2.05810, -5.24508, 0.66725], [11.21092, -1.00322, -3.62141], [12.87501, -0.80896, -4.16414], [10.50080, -2.48308, -4.26267], [11.10688, -0.96261, -1.85935], [10.63780, -0.16874, -4.00705], [1.14566, 8.66622, 1.16949], [1.97238, 9.99504, 1.97271], [2.18916, 7.88001, -0.00964], [0.54998, 7.49281, 2.35663], [0.28747, 9.06937, 0.64635], [-2.67220, -9.16899, 1.61318], [-3.22582, -9.16701, 3.29066], [-0.97499, -9.62596, 1.51192], [-3.67175, -10.22210, 0.61454], [-2.77634, -8.15732, 1.23976], [1.16223, -8.60219, 5.58011], [2.18136, -8.10772, 4.22739], [1.16819, -7.38068, 6.85546], [-0.47726, -8.93489, 5.02756], [1.57331, -9.51425, 5.99445], [-10.24832, 1.79051, 1.14225], [-8.77556, 2.61277, 0.60225], [-10.70042, 0.51747, 0.01371], [-10.06280, 1.15777, 2.77554], [-11.04249, 2.52661, 1.15469], [-2.30547, -4.39360, -1.57192], [-0.96088, -3.24224, -1.59862], [-2.87093, -4.72868, -3.20411], [-1.83597, -5.87374, -0.74212], [-3.11823, -3.93796, -1.02065]]}

2.
{"formula": "C36H57B3ClN7O6", "method": "the ωB97M-V functional and the def2-TZVPD basis", "homo_lumo_gap_ev": 8.62, "charge": 0, "e_tot_ev": -75515.00777, "e_lumo_ha": -0.021, "smiles": "CC(=O)OC(=O)CB1OB(CCCCl)OB(c2cccnc2)O1.CCCC#N.CCCC#N.CCCC#N.CCCC#N.CCCC#N.CCCC#N", "homo_energy_ev": -9.20, "elements": ["C", "C", "O", "O", "C", "O", "C", "B", "O", "B", "C", "C", "C", "Cl", "O", "B", "C", "C", "C", "C", "N", "C", "O", "H", "H", "H", "H", "H", "H", "H", "H", "H", "H", "H", "H", "H", "H", "H", "C", "C", "C", "C", "N", "H", "H", "H", "H", "H", "H", "H", "C", "C", "C", "C", "N", "H", "H", "H", "H", "H", "H", "H", "C", "C", "C", "C", "N", "H", "H", "H", "H", "H", "H", "H", "C", "C", "C", "C", "N", "H", "H", "H", "H", "H", "H", "H", "C", "C", "C", "C", "N", "H", "H", "H", "H", "H", "H", "H", "C", "C", "C", "C", "N", "H", "H", "H", "H", "H", "H", "H"], "positions_angstrom": [[-4.79583, -4.32616, -2.76117], [-3.54127, -3.27698, -3.05531], [-3.81076, -2.19002, -3.79152], [-2.24208, -3.62863, -2.46138], [-1.13960, -2.81756, -3.00280], [-0.83501, -2.65937, -4.29660], [-0.18458, -2.02815, -1.88164], [-1.15632, -0.96216, -1.08158], [-0.59267, -0.27520, 0.12106], [-1.38947, -0.86025, 1.24645], [-0.66830, -0.92601, 2.72645], [-1.53394, -0.25407, 3.94636], [-2.91283, -1.04850, 4.34100], [-4.04138, 0.24789, 5.12694], [-2.76457, -1.37029, 0.93896], [-3.29018, -0.57970, -0.19137], [-4.65608, 0.38066, -0.13127], [-4.88745, 1.27628, 1.24655], [-6.26888, 2.21126, 1.11407], [-7.08577, 2.06390, -0.28705], [-6.84766, 1.20418, -1.48154], [-5.63056, 0.34381, -1.43232], [-2.55997, -0.64228, -1.47280], [-4.37225, -5.36219, -2.40275], [-5.47599, -4.44796, -3.73287], [-5.50893, -3.92455, -1.91857], [0.27341, -2.85390, -1.16614], [0.74628, -1.51049, -2.40717], [0.35805, -0.31853, 2.67468], [-0.33670, -2.05172, 2.93211], [-1.70328, 0.90153, 3.74054], [-0.83589, -0.30198, 4.91261], [-2.75726, -1.94324, 5.10334], [-3.51937, -1.47597, 3.43607], [-4.18028, 1.27819, 2.17809], [-6.60127, 2.95580, 1.97956], [-8.04605, 2.77263, -0.36622], [-5.39060, -0.34908, -2.37411], [4.52097, -1.43146, -2.32429], [5.39098, -2.65724, -2.06431], [4.63660, -3.78223, -1.35307], [4.13873, -3.29321, -0.00288], [3.72569, -2.88738, 1.11740], [4.16879, -0.98047, -1.39117], [5.09272, -0.66619, -2.85865], [3.64755, -1.69221, -2.93287], [6.25924, -2.35522, -1.46589], [5.77320, -3.03094, -3.02056], [5.29851, -4.64163, -1.20237], [3.78252, -4.11280, -1.95420], [-1.49506, -8.26141, -1.35832], [-1.42026, -7.30348, -0.17350], [-0.98832, -5.89207, -0.57589], [0.39593, -5.93745, -1.20185], [1.54450, -5.97519, -1.72118], [-0.51719, -8.39652, -1.83126], [-1.83462, -9.24823, -1.02818], [-2.19712, -7.89452, -2.11575], [-0.72054, -7.70970, 0.56717], [-2.40398, -7.25401, 0.30606], [-0.96346, -5.24146, 0.30472], [-1.69527, -5.46361, -1.29472], [5.09190, 4.47088, -3.55542], [3.96667, 3.45541, -3.38307], [4.09182, 2.64186, -2.09348], [5.39785, 1.86451, -2.10134], [6.48150, 1.21954, -2.10794], [6.06877, 3.98285, -3.63088], [4.94578, 5.04757, -4.47420], [5.12028, 5.17174, -2.71327], [3.96132, 2.78187, -4.24881], [3.00756, 3.98480, -3.38100], [3.25585, 1.93931, -2.00995], [4.06987, 3.30121, -1.21893], [-9.37207, -1.70552, 2.44593], [-8.37064, -1.06986, 3.40516], [-7.02115, -0.77541, 2.74733], [-6.40070, -2.06935, 2.24651], [-5.88596, -3.14301, 1.83102], [-9.02370, -2.67797, 2.08382], [-10.32902, -1.87140, 2.95072], [-9.55069, -1.05835, 1.57963], [-8.22829, -1.73822, 4.26320], [-8.79241, -0.13544, 3.79130], [-6.34439, -0.30876, 3.47095], [-7.14586, -0.08575, 1.90537], [2.68847, 8.40266, 0.49162], [4.05009, 7.71516, 0.47239], [4.96758, 8.24307, -0.63218], [4.32719, 8.00410, -1.98969], [3.79578, 7.80575, -3.11601], [2.13365, 8.22666, -0.43539], [2.07838, 8.01436, 1.31327], [2.79716, 9.48459, 0.62879], [3.90045, 6.63571, 0.34745], [4.53633, 7.86265, 1.44294], [5.93405, 7.72930, -0.59520], [5.14813, 9.31576, -0.50245], [6.96243, 2.89567, 1.48169], [6.45993, 2.85093, 2.92132], [5.12878, 2.11052, 3.06410], [4.06082, 2.81035, 2.23964], [3.17476, 3.39110, 1.55557], [6.27248, 3.44039, 0.82947], [7.92828, 3.40830, 1.43218], [7.09168, 1.88430, 1.07966], [6.35613, 3.87784, 3.29263], [7.21306, 2.35744, 3.54535], [4.81883, 2.09415, 4.11436], [5.22640, 1.07417, 2.72273]]}